1.
{
  "formula": "C4H12NOS",
  "method": "wB97M-V/def2-TZVPD",
  "elements": ["C", "C", "C", "C", "N", "O", "S", "H", "H", "H", "H", "H", "H", "H", "H", "H", "H", "H", "H"],
  "coordinates": [[1.5694, 0.0035, 0.8504], [-1.8612, -1.5747, 0.5748], [0.8617, 0.2365, -0.4152], [-2.1343, -0.4874, -0.3147], [0.7512, 1.7611, -0.7767], [-2.4744, -0.3279, -1.5958], [-2.1897, 1.1463, 0.4001], [2.1810, -0.8689, 0.4973], [2.2371, 0.7441, 1.2750], [0.8052, -0.3133, 1.5524], [-2.7885, -2.0927, 0.9896], [-1.3053, -1.2015, 1.4435], [-1.2603, -2.4381, 0.0636], [1.3692, -0.1744, -1.3671], [0.8571, 2.2960, 0.0124], [-0.1092, 1.8686, -1.2050], [1.3679, 2.1309, -1.4813], [-2.5942, -1.1554, -2.1651], [-3.6122, 1.1740, 0.4250]],
  "forces_ev_per_a": [[0.28, -2.01, -0.78], [0.40, -3.91, -0.10], [0.55, 1.42, -3.17], [1.15, 3.52, -0.95], [1.16, -2.67, -1.27], [-0.41, -2.59, -0.62], [-1.76, -0.35, 0.35], [-0.25, 0.42, 1.37], [-0.01, 0.36, -0.08], [0.38, -0.15, 0.74], [0.75, 0.75, -0.52], [-0.16, -0.16, -0.36], [-1.00, 1.51, 0.86], [-1.10, 0.25, 1.58], [-0.10, 1.80, 2.47], [-2.84, 0.63, -0.54], [1.07, -0.20, -0.25], [0.36, 1.10, 1.33], [1.53, 0.27, -0.05]],
  "mulliken_charge": [-0.920, -0.916, -0.264, 0.577, -0.275, -0.402, -0.262, 0.269, 0.441, 0.138, 0.338, 0.241, 0.296, 0.280, 0.311, 0.274, 0.319, 0.353, 0.202],
  "total_charge": 1,
  "orbital_gap_ev": [5.8, 8.9],
  "multiplicity": 1
}

=====

2.
{
  "formula": "C4H3N3O",
  "method": "wB97M-V/def2-TZVPD",
  "elements": ["C", "C", "C", "C", "H", "H", "H", "N", "N", "N", "O"],
  "coordinates": [[0.3989, -0.6126, 1.4781], [0.5871, 0.3262, 0.4513], [1.5135, 0.5508, -0.6034], [-0.6376, 0.0557, -0.2998], [1.0496, -0.9094, 2.1290], [0.4835, 1.1627, 1.1175], [2.4419, 1.1833, -0.1675], [-0.7402, -0.9957, 1.5368], [0.8587, 0.6969, -1.7665], [-0.4146, 0.1417, -1.5873], [-1.6343, -0.2822, 0.4353]],
  "forces_ev_per_a": [[0.34, 0.91, -3.42], [-0.82, 0.71, -0.30], [2.41, 3.75, -1.37], [1.89, 2.36, -3.92], [3.69, -1.99, 3.97], [0.17, 1.81, -0.39], [-1.49, -1.74, -2.38], [-7.21, -2.32, 1.94], [2.40, -1.02, 2.89], [-2.06, 0.03, 1.13], [0.68, -2.50, 1.84]],
  "mulliken_charge": [-0.522, 0.422, -0.209, 0.484, 0.593, 0.323, 0.257, -0.289, -0.317, -0.463, -0.279],
  "smiles": "C1=NN=C2ON=C[C@@H]12",
  "orbital_gap_ev": 9.4,
  "multiplicity": 1
}

=====

These records have ΔE to the lowest compared entry with this formula, charge and spin values of 4.780, 5.680 eV, in the order they appear.
These records have calculated total energy values of -18704.287, -10707.970 eV, in the order they appear.